Density functional theory data (the ωB97M-V functional and the def2-TZVPD basis) for C31H57AsCl4F6GeN6OPRu as an isolated structure at a distorted geometry.

The net charge is +2. As for the HOMO energy (spin up / spin down): -12.18 / -12.18 eV. The value obtained for the energy above the lowest of the compared OMol25 structures with the same formula, charge and spin is 2.1649 eV. The calculation puts the HOMO-LUMO gap (spin up / spin down) at 0.104 / 0.113 Ha. The spin multiplicity is 2.

Geometry as XYZ:
```
109
Properties=species:S:1:pos:R:3:forces:R:3:mulliken_spin:R:1
Ru 1.35129 -1.58653 1.04609 -0.05 0.80 -1.88 0.83
C -1.31139 -3.29068 0.13590 -0.11 0.02 -0.14 -0.04
Ge -1.64699 -2.48136 -1.64265 -0.34 0.15 -0.29 0.00
C -2.05577 -3.87038 -2.94202 0.06 -0.01 0.12 0.00
C -3.11413 -1.17426 -1.52299 0.20 -0.09 0.01 0.00
C 0.00960 -1.56879 -2.28974 -0.15 -0.09 0.21 0.02
H -2.17505 -3.18536 0.79554 0.01 0.01 -0.03 0.00
H -0.43859 -2.82823 0.62242 -0.17 -0.23 0.09 0.02
H -1.09989 -4.35484 0.02610 0.11 0.04 0.06 0.00
H -2.84200 -4.51776 -2.55039 0.01 0.02 -0.04 0.00
H -1.17948 -4.48428 -3.15600 -0.02 0.02 0.00 0.00
H -2.40679 -3.42702 -3.87476 0.02 0.00 0.05 0.00
H -4.00214 -1.61595 -1.97960 0.04 0.05 0.03 0.00
H -2.87405 -0.25846 -2.06857 -0.04 -0.02 0.04 0.00
H -3.37755 -0.92085 -0.49325 0.00 0.05 -0.02 0.00
H 0.83298 -2.25650 -2.12400 0.10 0.02 -0.14 -0.01
Cl 1.52949 -6.12081 -2.28412 -0.07 0.05 0.09 0.00
C 2.76289 -4.84862 -2.15285 0.10 -0.37 -0.30 0.00
Cl 4.33216 -5.55547 -1.85929 0.04 0.12 0.14 0.00
Cl 2.76115 -3.86352 -3.61485 -0.02 0.10 0.14 0.00
C 2.34462 -4.00969 -1.01460 -0.11 -0.13 -0.16 0.03
N 1.87974 -3.39213 -0.17548 -0.21 1.39 1.22 -0.03
C -0.81547 4.09990 0.42758 -0.14 0.09 -0.03 0.00
C -1.56045 4.00931 -0.91197 0.20 -0.05 0.08 0.00
C -2.34921 2.69642 -1.00088 -0.04 0.10 -0.09 0.00
C -2.58586 5.15204 -0.92933 0.00 -0.03 -0.05 0.00
C -0.51850 4.18988 -2.07029 -0.60 -0.23 -0.21 0.00
O 0.14596 5.44017 -1.89408 0.22 -0.02 0.24 0.00
C -1.13788 4.24202 -3.49358 0.19 -0.14 0.19 0.00
C -1.52515 2.94504 -4.21822 0.33 -0.02 -0.31 0.00
C -2.97556 2.66999 -4.48258 -0.93 -0.26 -0.05 0.00
C -3.96703 3.66645 -4.55181 1.05 -0.53 0.09 0.00
C -5.26946 3.35069 -4.85753 -0.65 -0.94 -0.27 0.00
C -5.61689 2.01481 -5.11477 1.17 0.42 0.26 0.00
Cl -7.22376 1.62196 -5.50203 -0.74 -0.19 -0.17 0.00
C -4.64345 1.00332 -5.07239 -0.97 0.46 -0.10 0.00
C -3.35277 1.33383 -4.75272 0.61 0.97 0.36 0.00
C 0.73167 3.25227 -1.99426 0.03 0.44 -0.22 0.00
N 0.65533 1.84517 -1.58980 -0.09 -0.20 0.23 0.00
C 1.20443 1.29052 -0.51608 0.31 0.52 -0.06 0.00
N 1.03300 -0.02365 -0.55606 -0.03 -1.00 0.35 0.09
C 0.36173 -0.24610 -1.73613 -0.18 0.12 -0.25 0.02
N 0.11888 0.87832 -2.37064 0.34 -0.14 0.18 0.01
H -1.52697 4.10115 1.25744 0.03 -0.06 -0.02 0.00
H -0.23952 5.02319 0.47776 0.00 -0.02 0.05 0.00
H -0.11721 3.27371 0.56828 0.05 -0.07 0.06 0.00
H -3.04862 2.64292 -0.16138 0.01 0.02 -0.01 0.00
H -1.71620 1.80822 -0.96962 0.02 -0.04 0.00 0.00
H -2.94428 2.65244 -1.91699 0.05 -0.06 0.07 0.00
H -3.26524 5.02693 -0.08439 0.01 0.03 -0.01 0.00
H -3.19847 5.14883 -1.83259 0.02 -0.01 0.07 0.00
H -2.11765 6.13162 -0.81785 -0.01 -0.02 0.00 0.00
H -0.44478 6.16436 -2.12656 -0.03 -0.04 -0.11 0.00
H -0.38005 4.75198 -4.08808 0.00 0.06 -0.02 0.00
H -1.98921 4.91825 -3.43638 0.06 0.04 -0.09 0.00
H -1.10464 2.07568 -3.72161 0.00 0.05 0.05 0.00
H -1.04467 2.94326 -5.20672 0.03 0.11 0.18 0.00
H -3.71537 4.70772 -4.39955 0.02 0.00 0.03 0.00
H -6.02460 4.12398 -4.91751 -0.01 -0.08 -0.01 0.00
H -4.92280 -0.01734 -5.30125 -0.04 0.04 0.02 0.00
H -2.59583 0.55716 -4.71671 0.04 0.02 -0.03 0.00
H 1.40603 3.73515 -1.29098 0.07 -0.10 0.05 0.00
H 1.21216 3.27692 -2.97181 0.04 -0.08 0.02 0.00
H 1.76156 1.83271 0.23481 -0.06 0.02 -0.06 0.00
H -0.11538 -1.45647 -3.36720 -0.01 -0.01 0.02 0.00
N -0.85190 -0.53805 1.42863 0.87 -0.68 0.32 0.01
N -0.93085 0.76633 1.97784 0.29 0.12 0.28 -0.01
H -1.31826 -0.62689 0.52965 -0.10 -0.01 -0.18 0.00
H -1.30354 -1.17024 2.08006 -0.13 -0.06 0.06 0.00
H -1.89465 1.06332 2.08067 -0.13 0.01 -0.18 0.00
H -0.45415 1.41582 1.37290 -0.01 0.14 -0.21 0.00
F 3.39690 -1.22268 0.43311 -1.26 0.14 0.94 0.00
As 5.15852 -1.88294 0.04092 0.39 -0.19 -0.28 0.00
F 4.54366 -3.38441 0.64972 -0.03 -0.08 0.01 0.00
F 5.61088 -1.49406 1.64960 0.03 0.07 0.04 0.00
F 6.66261 -2.51682 -0.37389 0.07 0.00 -0.01 0.00
F 5.45841 -0.27948 -0.44076 -0.03 0.06 0.00 0.00
F 4.46058 -2.23546 -1.49443 -0.13 -0.12 -0.07 0.00
C 2.13874 -4.20574 2.83240 0.21 0.05 0.08 0.06
C 1.75734 -3.33670 4.03437 -0.52 -0.24 -0.46 -0.01
C 0.49939 -3.88817 4.70184 0.01 0.03 0.13 0.01
P 1.65337 -1.56785 3.49087 1.79 -0.68 0.61 0.05
C 3.42202 -1.03377 3.50637 -0.26 0.31 -0.24 -0.03
C 3.60607 0.35492 2.86208 0.03 -0.03 0.18 -0.01
C 4.11719 -1.10228 4.86610 -0.11 -0.08 0.09 0.00
C 0.80660 -0.63510 4.84868 -0.91 0.36 -0.79 0.01
C 1.13651 0.85911 4.84738 0.06 -0.01 0.16 0.00
C -0.71962 -0.81907 4.82585 0.06 -0.13 0.11 0.00
H 2.38662 -5.21476 3.16675 -0.05 0.03 0.00 0.01
H 3.01040 -3.82789 2.29392 -0.02 -0.05 0.01 -0.03
H 1.29540 -4.28571 2.14197 -0.04 -0.08 0.03 0.00
H 2.57409 -3.35014 4.75756 0.04 0.19 0.01 0.00
H -0.34594 -3.91632 4.00899 0.02 0.00 0.04 0.00
H 0.21452 -3.32841 5.59285 -0.02 -0.05 -0.04 0.00
H 0.69297 -4.91480 5.01816 0.02 0.03 -0.05 0.00
H 3.88629 -1.77469 2.85687 0.04 -0.03 -0.02 0.01
H 3.54464 1.14948 3.60350 -0.04 -0.05 -0.05 0.00
H 2.86470 0.55127 2.08678 -0.05 0.12 -0.10 0.01
H 4.58348 0.41386 2.39324 0.04 -0.03 -0.02 0.00
H 3.73199 -0.36317 5.56955 0.00 -0.03 -0.02 0.00
H 5.17461 -0.88531 4.70736 -0.01 0.00 -0.02 0.00
H 4.05892 -2.08791 5.32621 0.04 0.03 0.03 0.00
H 1.22567 -1.11665 5.73865 0.15 -0.17 -0.12 0.00
H 0.92590 1.30318 3.87543 0.00 0.04 0.05 0.00
H 2.16670 1.06140 5.12526 -0.04 0.01 -0.03 0.00
H 0.49983 1.35646 5.58254 0.00 -0.06 -0.03 0.00
H -1.14940 -0.12996 4.10372 -0.01 0.01 0.04 0.00
H -1.12875 -0.56425 5.80468 0.01 -0.04 -0.03 0.00
H -1.02635 -1.83867 4.59159 -0.06 0.07 0.06 0.00
```
Positions in Å, forces in eV/Å.

---

Density functional theory data (the ωB97M-V functional and the def2-TZVPD basis) for C4H4AlLiO5 as an isolated structure at a distorted geometry.

The net charge is +1. As for the HOMO energy (spin up / spin down): -10.62 / -12.54 eV. The calculation puts the HOMO-LUMO gap (spin up / spin down) at 0.235 / 0.307 Ha. The spin multiplicity is 2.

Geometry as XYZ:
```
15
Properties=species:S:1:pos:R:3:forces:R:3:mulliken_spin:R:1
O -1.55780 -0.31163 0.49027 2.76 0.18 3.74 -0.03
C -2.20237 -1.43883 0.40148 -0.47 1.47 -0.63 0.01
C -2.33353 0.98991 0.65644 -0.96 -1.00 -1.11 0.16
O -1.59081 -2.50368 0.37108 -1.14 0.61 -0.18 0.00
O -3.47517 -1.07942 0.19716 -0.13 -2.24 -0.01 0.00
C -3.60282 0.32548 0.06265 -0.78 2.15 -2.62 -0.04
H -1.53187 1.62389 1.03877 1.95 1.03 -3.63 -0.05
H -2.90998 1.79260 1.13653 -1.29 -1.28 4.73 -0.04
H -3.73343 0.63773 -0.97379 -0.42 -0.70 -0.35 0.01
H -4.47894 0.64437 0.62817 0.22 -0.36 -0.04 0.00
O 0.55572 2.49902 -0.35686 2.21 4.46 -2.65 0.12
C 0.51103 1.40406 -0.00723 -3.12 -6.92 5.08 0.68
O 1.24156 0.30458 0.08414 0.44 2.51 -1.96 0.12
Li 0.33324 -2.25211 0.08787 -0.39 0.34 0.26 0.00
Al 2.08362 1.30768 -1.54509 1.12 -0.24 -0.63 0.05
```
Positions in Å, forces in eV/Å.

---

Density functional theory data (the ωB97M-V functional and the def2-TZVPD basis) for C3H4N2O as an isolated structure.

The net charge is 0. As for the HOMO energy (spin up / spin down): -8.80 / -8.80 eV. The value obtained for the energy above the lowest of the compared OMol25 structures with the same formula, charge and spin is 5.3668 eV. The calculation puts the HOMO-LUMO gap (spin up / spin down) at 0.295 / 0.295 Ha.

Geometry as XYZ:
```
10
Properties=species:S:1:pos:R:3:forces:R:3:mulliken_charge:R:1
N -1.99586 -0.10199 -0.19410 0.03 -0.03 0.18 -0.53
C -0.60079 -0.06889 -0.08046 0.03 0.01 0.00 0.31
N 0.05878 -1.26687 -0.31970 0.10 0.15 -0.01 -0.06
O 1.29369 -1.20581 -0.28887 -0.12 0.23 0.05 -0.26
C 1.54958 0.62257 0.09381 -0.13 -0.14 0.02 -0.10
C 0.23044 0.98068 0.17081 0.17 -0.20 -0.14 -0.37
H -2.42470 0.65253 0.32458 0.02 -0.09 -0.07 0.25
H -2.38024 -0.99819 0.07726 -0.02 0.09 -0.05 0.26
H 2.13413 0.50031 1.00552 -0.02 0.01 -0.06 0.25
H 2.13497 0.88567 -0.78885 -0.06 -0.02 0.09 0.24
```
Positions in Å, forces in eV/Å.